1.
19
Properties=species:S:1:pos:R:3:mulliken_charge:R:1 method="wB97M-V/def2-TZVPD" largest_force_ha_per_bohr=0.143 homo_ha=-0.2962 total_charge=0 gap_ev=8.9 smiles="C/N=C1/CCNN1C" energy_ev=-9828.228
C -2.16484 -1.36129 -0.32783 -0.96
N -1.40089 -0.90416 0.75283 -0.51
C -0.42128 -0.15241 0.57189 0.48
C 0.21719 0.83140 1.59528 -0.28
C 1.26056 1.68404 0.89218 -0.45
N 1.34879 1.07753 -0.49171 -0.59
N 0.26957 0.32356 -0.58624 0.26
C 0.55818 -0.70439 -1.60428 -0.83
H -3.16334 -1.69497 0.14255 0.27
H -2.22754 -0.81210 -1.32616 0.30
H -1.48864 -2.32304 -0.64024 0.42
H 0.69274 0.19767 2.59801 0.26
H -0.56842 1.62723 1.86454 0.15
H 2.33373 1.62986 1.50611 0.22
H 0.80079 2.73432 0.80256 0.31
H 1.99655 0.41937 -0.28463 0.20
H 0.56658 0.01083 -2.56210 0.26
H 1.76670 -1.21668 -1.38756 0.28
H -0.37642 -1.36678 -1.51523 0.23


2.
19
Properties=species:S:1:pos:R:3:mulliken_charge:R:1 method="wB97M-V/def2-TZVPD" largest_force_ha_per_bohr=0.010 homo_ha=-0.2470 total_charge=0 gap_ev=7.6 energy_ev=-9829.007
C -1.47864 0.07810 1.73259 -0.72
C 2.02004 1.18267 -0.33277 -1.13
N -0.62978 0.66061 0.71196 -0.44
N 0.16632 -0.42119 0.04145 0.20
C 1.57761 -0.23726 -0.17996 0.56
C -0.96466 0.08647 -0.88525 0.06
C -1.94633 -0.76763 -1.28700 -1.08
N 2.24254 -1.31205 -0.23149 -0.68
H -0.01536 -1.38614 0.32393 0.45
H 3.22455 -1.13827 -0.43523 0.28
H -0.63391 0.90559 -1.50392 0.27
H -1.97054 0.91575 2.22853 0.28
H -0.90826 -0.47412 2.48896 0.26
H -2.26416 -0.57648 1.31856 0.25
H 1.65180 1.77061 0.50925 0.30
H 1.59498 1.62548 -1.23615 0.27
H 3.10572 1.23385 -0.39170 0.38
H -2.22139 -1.65557 -0.73497 0.26
H -2.55052 -0.49041 -2.13679 0.23


3.
19
Properties=species:S:1:pos:R:3:mulliken_charge:R:1 method="wB97M-V/def2-TZVPD" largest_force_ha_per_bohr=0.038 homo_ha=-0.3012 total_charge=0 gap_ev=9.0 smiles="C/C=C(/C)N.N#CN" energy_ev=-9832.866
C -0.12622 1.81553 -1.20752 -1.38
C 0.58836 0.53869 -0.87350 -0.42
C 0.76536 0.06106 0.38133 0.49
C 1.61840 -1.14616 0.65111 -1.43
N 0.50008 0.81891 1.51570 -0.51
H -0.45451 1.81040 -2.24503 0.35
H -0.99924 1.96806 -0.56977 0.38
H 0.53233 2.67526 -1.06893 0.34
H 1.05417 0.01884 -1.69802 0.48
H 1.05168 -1.86883 1.23955 0.35
H 1.92991 -1.62510 -0.27315 0.31
H 2.50112 -0.86926 1.22510 0.40
H -0.20516 1.53099 1.40064 0.22
H 0.34925 0.26673 2.34740 0.32
N -2.06687 -1.31806 1.71390 -0.49
C -1.80031 -1.22626 0.59470 0.48
N -1.74578 -1.27319 -0.73433 -0.41
H -0.87323 -0.96077 -1.16185 0.29
H -2.61933 -1.21684 -1.23732 0.24